No. 1
ORCA calculation (ωB97M-V/def2-TZVPD) on one molecule with the formula F4NP.

The geometry in ORCA input format:
```
! wB97M-V def2-TZVPD RIJCOSX def2/J DEFGRID3
* xyz 0 1
P 0.2013 -0.0636 0.2778
F 0.7407 1.3125 -0.1622
F -1.7021 0.3936 -1.2460
F 1.3966 -1.0417 0.3291
F 0.5387 0.1913 2.0900
N -0.8781 -0.6503 -0.7827
*
```

Output
structure (SMILES): FN=P(F)(F)F
ΔE to the lowest compared entry with this formula, charge and spin: 1.078 eV
frontier orbital gap: 0.365 hartree

=====

No. 2
ORCA calculation (ωB97M-V/def2-TZVPD) on C38H55F3FeP2Si as an isolated structure.

The geometry in ORCA input format:
```
! wB97M-V def2-TZVPD RIJCOSX def2/J DEFGRID3
* xyz 1 6
Fe -0.3630 1.6874 0.2005
P -1.2676 -0.1753 1.4877
P 0.7278 1.0469 -1.8472
Si -2.5438 1.6881 -0.9407
F 0.2738 3.6844 2.6993
F 1.3772 3.5484 0.8285
F -0.7101 4.1763 0.8353
C 0.0527 1.0532 5.6977
C 3.5523 -0.9146 0.5011
C -5.0006 0.8222 0.1680
C -0.6659 0.2345 -2.7108
C 3.2572 -2.3781 -1.5057
C -5.3016 -0.7607 1.9456
C 2.5176 -1.2668 -2.2571
C -3.0725 -0.1035 1.2793
C -0.8394 0.3289 3.1957
C 1.8315 -0.3231 -1.2617
C 3.0078 3.7162 -1.8808
C 0.1540 3.2587 1.4525
C -0.9258 -4.7684 0.5469
C -0.8413 -0.1821 5.6751
C -2.7727 -1.0075 -4.0623
C -1.9915 0.4736 -2.2950
C -0.3874 -4.2817 1.8891
C -3.5186 3.0357 -1.7412
C 2.4792 1.7903 -4.0506
C -3.9258 -0.8522 2.0909
C 4.0891 3.3554 -2.8949
C 1.1473 0.9427 4.6217
C -1.0124 -2.9413 2.2885
C 3.8724 1.9482 -3.4452
C -1.4658 -1.2028 -4.4875
C -0.6858 -3.7293 -0.5450
C -1.2868 -2.3805 -0.1574
C -5.8414 0.0835 0.9883
C 1.6251 3.6291 -2.5167
C 4.2593 -1.8175 -0.5046
C 0.6709 0.1276 3.4065
C -3.0255 -0.1721 -2.9868
C 1.3400 2.2441 -3.1247
C -0.4236 -0.5846 -3.8184
C 2.8262 0.2209 -0.2170
C -0.7311 -1.9048 1.1958
C -1.6558 -0.2466 4.3718
C -3.6090 0.7331 0.2810
H -2.3752 -2.4747 -0.0783
H 3.1665 4.7227 -1.4925
H -1.2573 -1.8328 -5.3428
H 4.6182 1.7175 -4.2078
H -1.0093 1.4112 3.1669
H 5.0222 -1.2376 -1.0362
H -0.5582 1.9445 5.5249
H -1.9555 -1.2775 4.1944
H 0.8547 3.8878 -1.7862
H -5.4396 1.4757 -0.5773
H -3.5280 -1.5028 2.8548
H 4.0617 4.0753 -3.7201
H 2.4178 2.4245 -4.9410
H 0.3615 -1.8214 1.1068
H 1.0895 -0.9206 -0.7115
H 0.5851 -0.7339 -4.1772
H 2.3052 0.8543 0.5086
H 1.7832 -1.7245 -2.9172
H 0.8782 -0.9361 3.5521
H 2.8274 -1.5069 1.0746
H -2.5721 0.3368 4.4781
H 0.5094 1.1757 6.6795
H -1.1131 -4.0624 -1.4925
H 0.4314 2.3303 -3.7268
H 1.2307 0.4358 2.5168
H 4.7749 -2.6301 0.0093
H 1.4447 1.9398 4.2946
H -0.4599 -5.7167 0.2746
H 4.0156 1.2275 -2.6381
H -3.5912 -1.4929 -4.5783
H -4.3003 2.6028 -2.3722
H -0.5865 -5.0187 2.6687
H 2.0344 0.4660 5.0422
H -2.0018 -4.9540 0.6370
H -2.8772 3.6516 -2.3740
H 3.2291 -0.7158 -2.8749
H -4.0545 -0.0202 -2.6741
H 4.2649 -0.4982 1.2147
H 3.5664 0.8583 -0.7034
H 2.5258 -2.9939 -0.9697
H -3.9836 3.6839 -0.9962
H -6.9151 0.1664 0.8797
H 0.7010 -4.1655 1.8266
H 3.7552 -3.0286 -2.2264
H -1.0940 -1.6433 -0.9387
H -1.5228 -0.1881 6.5261
H -2.0919 -3.0782 2.4056
H -0.6059 -2.6210 3.2474
H 5.0784 3.4312 -2.4409
H 3.0597 3.0386 -1.0219
H 2.3206 0.7657 -4.3938
H -0.2165 -1.0762 5.7674
H 1.5554 4.3657 -3.3236
H -5.9485 -1.3425 2.5893
H 0.3928 -3.6103 -0.7019
*
```

Output
ΔE to the lowest compared entry with this formula, charge and spin: 0.000 eV
frontier orbital gap (spin up / spin down): 0.304 / 0.293 hartree

=====

No. 3
ORCA calculation (ωB97M-V/def2-TZVPD) on a 10-piece molecular cluster, C29H50O39S9 overall.

The geometry in ORCA input format:
```
! wB97M-V def2-TZVPD RIJCOSX def2/J DEFGRID3
* xyz 0 1
S 1.0085 4.0515 -4.8378
S -2.2427 -1.7872 -3.4658
S 9.1377 3.0217 -2.2826
S -2.3378 -6.4798 -0.3439
S 0.9832 5.4385 2.9920
S 0.0370 -4.5342 4.9940
S 1.9100 0.0495 -7.3649
S 6.2963 1.1011 3.1715
S 3.4589 -5.3448 2.1446
O -0.4254 -3.4144 3.9359
O -0.9160 -2.6597 -3.2880
O -1.3060 -7.3667 0.4850
O 1.6610 5.5153 -4.7829
O 3.4821 -6.0099 0.8913
O -2.0526 -6.5833 -1.7328
O 1.4495 -4.4916 5.0884
O 8.1969 4.0419 -2.5765
O -2.0629 -0.5446 -2.8011
O -0.5867 -3.8536 6.2997
O -0.6723 -5.7323 4.7292
O 5.6364 -0.1284 2.9055
O -3.7961 2.3986 2.8283
O 2.3365 5.0304 3.1354
O 3.2810 -0.0849 -7.0246
O -1.8254 -5.0449 0.1484
O 3.2648 -6.0379 3.3628
O 0.0761 4.3160 3.6680
O -3.6424 -6.7056 0.1602
O 0.5271 5.1888 1.4744
O 7.7083 1.2051 3.2518
O 1.1185 -1.2460 -6.8450
O -3.2118 -2.7018 -2.5875
O -2.6496 -1.8654 -4.8226
O 0.5360 6.7170 3.3999
O 1.4962 0.3167 -8.6945
O 1.9676 3.1413 -5.3368
O 10.2271 2.7410 -3.1422
O 4.7693 -4.4375 2.2833
O -3.7263 0.2613 2.1021
O -0.2936 4.1447 -5.3941
O -4.6573 -1.6127 1.2448
O 9.7069 3.2462 -0.8018
O 1.2521 1.1169 -6.3719
O 0.8552 3.8450 -3.2478
O 2.3883 -4.1468 2.0532
O 8.3296 1.6692 -1.9870
O 5.6476 1.7492 4.4742
O 5.7685 2.1730 2.1137
C -7.4010 0.7465 -1.0634
C 3.0035 -2.9239 2.4763
C 5.2299 3.0995 4.1880
C 4.4446 -3.0586 2.0436
C -0.8819 -5.1991 1.2251
C 8.6492 1.1745 -0.6801
C -4.0965 1.5736 2.0196
C 4.8114 3.0457 2.7362
C -5.3421 3.1038 0.2716
C -9.2968 -0.3183 0.2821
C -0.2621 3.9870 1.3923
C -8.3151 0.8587 0.1642
C -6.0560 0.0556 -0.7986
C 1.5445 4.8882 -2.5462
C 0.5026 -0.9487 -5.5877
C -0.2295 -6.5391 0.9688
C -5.1732 -0.0136 -2.0812
C -6.5811 3.6271 0.2612
C -5.2540 0.5635 0.3593
C -0.9231 -2.4880 6.0201
C -4.9633 1.7958 0.8129
C 1.4871 6.0788 -3.4798
C 0.1512 0.5207 -5.6720
C -1.3314 -2.4908 4.5614
C 8.9909 2.4122 0.1187
C -0.9301 3.8731 2.7455
C -4.5692 -0.4351 1.2335
C -1.1185 -3.6815 -2.2913
C -2.5973 -3.9865 -2.3621
H 1.2335 -1.1354 -4.7967
H -5.7167 0.4391 -2.9095
H -9.9917 -0.1210 1.0989
H 9.6049 2.1941 0.9875
H 0.0358 0.9780 -4.6917
H -6.9692 4.0999 -0.6376
H -1.2457 -1.5105 4.1004
H -7.7710 0.9394 1.1071
H -5.0276 -1.0613 -2.3398
H 2.5730 4.5653 -2.3725
H -1.7892 4.5411 2.8214
H 0.5110 6.5679 -3.4436
H 4.5588 -2.8616 0.9754
H 0.4141 3.1497 1.2070
H 8.0908 2.9443 0.4343
H -7.9257 0.1012 -1.7758
H -1.2417 2.8620 2.9862
H -0.8400 -3.2720 -1.3197
H -0.5029 -4.5488 -2.5090
H -7.2525 3.5741 1.1124
H 4.8262 4.0179 2.2538
H 7.8044 0.6304 -0.2662
H 4.4187 3.3924 4.8469
H 0.2109 -6.9697 1.8639
H -0.1661 -4.3817 1.2200
H -9.8378 -0.4339 -0.6568
H -6.3011 -0.9837 -0.5621
H -2.3484 -2.8653 4.4313
H -8.9166 1.7648 0.0522
H 2.9138 -2.8504 3.5621
H 9.5062 0.5037 -0.7650
H 6.0800 3.7665 4.3399
H -4.5190 3.7087 -0.1133
H 2.5065 -2.0757 2.0129
H -2.8334 -4.6318 -3.2095
H -1.7198 -2.1547 6.6785
H -0.9783 4.0595 0.5781
H -7.2555 1.6934 -1.5837
H 0.5294 -6.4737 0.1865
H -0.0337 -1.8760 6.1856
H 3.8202 2.6038 2.6281
H -0.7573 0.6819 -6.2557
H 1.0593 5.0839 -1.5929
H -1.4327 -5.1938 2.1657
H -4.1838 0.4070 -1.9240
H -2.9797 -4.4323 -1.4491
H 2.2658 6.8088 -3.2785
H 5.1053 -2.4072 2.6054
H -8.7694 -1.2438 0.5224
H -0.3643 -1.5814 -5.4353
*
```

Output
structure (SMILES): C=CC1=C([C@H](C)CCC)C(=O)OC1=O.O=S1(=O)OCCO1.O=S1(=O)OCCO1.O=S1(=O)OCCO1.O=S1(=O)OCCO1.O=S1(=O)OCCO1.O=S1(=O)OCCO1.O=S1(=O)OCCO1.O=S1(=O)OCCO1.O=S1(=O)OCCO1
frontier orbital gap: 0.317 hartree

=====

No. 4
ORCA calculation (ωB97M-V/def2-TZVPD) on an isolated ion of composition C4H5N2 and charge +1.

The geometry in ORCA input format:
```
! wB97M-V def2-TZVPD RIJCOSX def2/J DEFGRID3
* xyz 1 1
N -3.1271 0.2378 -0.2529
N -2.0772 0.0801 0.0566
C 0.0967 -1.0616 -0.3869
C 1.5704 1.0977 -0.1503
C 0.5527 0.2780 -0.2003
C -0.8422 -0.1279 0.5301
H -0.7208 -0.0608 1.5483
H 2.5178 0.7177 -0.3668
H 0.7381 -1.8598 0.2154
H -0.4500 -1.3736 -1.3840
H 1.7417 2.0724 0.3910
*
```

Output
structure (SMILES): C=C1C[C@@H]1[N+]#N
ΔE to the lowest compared entry with this formula, charge and spin: 2.918 eV
frontier orbital gap: 0.366 hartree

=====

No. 5
ORCA calculation (ωB97M-V/def2-TZVPD) on a 2-piece molecular cluster, CH3IN2O overall.

The geometry in ORCA input format:
```
! wB97M-V def2-TZVPD RIJCOSX def2/J DEFGRID3
* xyz 0 3
I -2.2460 1.5892 2.2328
O -1.0872 0.6042 -1.3832
N -0.8701 0.3448 2.0698
N 0.5119 -0.3816 -0.0394
C -0.1610 -0.1437 -1.1811
H 0.4942 -0.4617 -2.0957
H 1.1629 -1.2391 -0.0846
H 0.2821 0.0713 0.7493
*
```

Output
ΔE to the lowest compared entry with this formula, charge and spin: 0.000 eV
frontier orbital gap (spin up / spin down): 0.359 / 0.313 hartree